{
  "formula": "CH3I",
  "method": "wB97M-V/def2-TZVPD",
  "lumo_ha": [0.008, -0.125],
  "total_charge": 0,
  "de_lowest_kj_mol": 288.8,
  "homo_ev": [-10.418, -8.877],
  "gap_ev": [10.642, 5.483],
  "symbols": ["C", "I", "H", "H", "H"],
  "positions_angstrom": [[1.0224, 0.0740, -0.0160], [-4.0855, -0.3677, -0.0977], [1.3337, 1.0438, -0.0065], [-0.1072, -0.1062, 0.1228], [1.8366, -0.6438, -0.0026]],
  "forces_ev_per_a": [[-2.239, -2.145, 0.336], [0.013, 0.001, 0.001], [0.619, 2.611, -0.048], [2.279, -0.122, -0.292], [-0.672, -0.344, 0.003]]
}